22
Properties=species:S:1:pos:R:3:mulliken_charge:R:1 method="wB97M-V/def2-TZVPD" total_charge=+1 fmax_ev_per_a=5.3 gap_ha="0.417 / 0.195" e_tot_ev=-11987.4404 de_lowest_kcal_mol=40.05 lumo_ev="-3.3518 / -9.3927" homo_energy_ev="-14.7100 / -14.7080" multiplicity=2
C 0.467 2.175 0.760 -0.88
C 1.477 1.090 0.250 -0.32
N 0.751 -0.166 -0.045 -0.27
H 0.638 2.335 1.831 0.34
H 0.403 2.985 0.040 0.32
H -0.553 1.769 0.792 0.29
H 1.821 1.339 -0.708 0.37
H 2.421 1.062 0.897 0.38
H 1.367 -0.965 -0.348 0.40
H 0.323 -0.431 0.855 0.17
H 3.211 -2.196 -3.008 0.33
H 2.372 -0.943 -2.878 0.33
O 2.322 -1.972 -2.711 -0.65
H -3.079 -0.432 0.061 0.28
H -4.299 -0.861 0.665 0.31
O -3.374 -0.916 0.833 -0.62
H -1.403 -0.888 1.915 0.34
H -0.975 -1.316 3.363 0.32
O -0.672 -0.857 2.550 -0.69
H -1.245 -0.529 -2.384 0.36
H -0.507 -0.127 -1.190 0.37
O -1.465 -0.156 -1.542 -0.51